No. 1
A gas-phase ion, C32H40N3O2 (charge +1), computed with wB97M-V/def2-TZVPD.

Each line ends with the Löwdin charge.
Geometry (Å):
C1 3.24218 -2.81904 -2.54474  -0.193
C2 2.40231 -3.85544 -1.81828  -0.176
C3 0.91211 -3.60362 -1.95455  -0.132
N1 0.50121 -2.18569 -1.57790  0.007
C4 -0.85484 -2.05729 -1.43474  -0.070
C5 -1.39429 -0.67710 -1.08040  -0.109
C6 -2.79761 -0.41122 -1.64374  -0.153
C7 -3.75260 -1.64690 -1.57487  -0.184
C8 -3.15384 -2.78367 -2.40459  -0.179
C9 -1.69179 -3.13594 -1.98847  -0.117
C10 1.35275 -1.15182 -2.17367  -0.122
C11 2.86072 -1.44694 -2.01929  -0.165
H1 4.30248 -3.00318 -2.35608  0.119
H2 3.08238 -2.87011 -3.63118  0.123
H3 2.59018 -4.86045 -2.21957  0.126
H4 2.66232 -3.87641 -0.75654  0.123
H5 0.61751 -3.78110 -3.00773  0.132
H6 0.36706 -4.29267 -1.31879  0.119
H7 -0.66213 0.10394 -1.70742  0.193
H8 -3.37314 0.46691 -1.24982  0.133
H9 -2.61170 -0.24949 -2.72428  0.123
H10 -3.89339 -1.97719 -0.51675  0.117
H11 -4.74722 -1.37933 -1.98306  0.123
H12 -3.77345 -3.69995 -2.32217  0.123
H13 -3.14947 -2.49689 -3.46188  0.116
H14 -1.26210 -3.58084 -2.91810  0.128
H15 -1.74992 -3.96534 -1.21743  0.159
H16 1.13331 -1.01191 -3.26894  0.161
H17 1.20679 -0.17864 -1.69385  0.087
H18 3.10653 -1.38151 -0.95059  0.111
H19 3.43601 -0.63975 -2.52336  0.134
C12 6.14323 1.26523 -0.84999  -0.060
O1 4.71420 1.42597 -0.82613  -0.108
C13 3.99067 0.97491 0.23264  -0.273
C14 2.57200 1.13587 0.12852  0.024
C15 1.76387 0.31639 0.88700  -0.124
C16 2.38249 -0.36824 1.99160  -0.176
C17 3.73472 -0.42226 2.16914  -0.019
C18 4.57104 0.24906 1.30746  -0.012
N2 1.37965 -1.03181 2.69592  -0.101
C19 1.60649 -1.92257 3.80478  -0.018
C20 0.14548 -0.81905 2.08583  0.034
C21 0.35032 -0.10400 0.90108  -0.115
C22 -0.70750 0.43605 -0.01936  -0.159
C23 -1.93185 0.95373 0.64104  -0.185
C24 -2.83862 0.18403 1.37488  -0.014
N3 -3.77280 1.05199 1.92359  -0.097
C25 -4.91611 0.63809 2.69626  -0.013
C26 -3.47479 2.36151 1.57649  -0.188
C27 -2.27170 2.35362 0.82173  -0.083
C28 -1.69257 3.63211 0.52476  0.063
C29 -2.43901 4.78154 0.94587  -0.264
O2 -1.92706 6.03662 0.95562  -0.101
C30 -0.52478 6.26166 0.75155  -0.060
C31 -3.74335 4.69825 1.49716  0.009
C32 -4.20004 3.47041 1.88875  -0.019
H20 6.45050 1.73018 -1.78781  0.094
H21 6.61957 1.77867 -0.00306  0.098
H22 6.43642 0.20623 -0.84996  0.095
H23 2.17054 1.87920 -0.61290  0.140
H24 4.13189 -1.03732 2.96940  0.113
H25 5.64131 0.17506 1.38203  0.102
H26 2.60360 -2.32918 3.71655  0.079
H27 1.51277 -1.43256 4.77291  0.098
H28 0.87949 -2.73187 3.75178  0.093
H29 -0.78857 -1.14216 2.55706  0.129
H30 -0.26715 1.35389 -0.48023  0.143
H31 -2.87864 -0.89059 1.57441  0.137
H32 -5.47508 1.51622 2.99590  0.075
H33 -5.55366 -0.01399 2.09505  0.096
H34 -4.59839 0.09221 3.58549  0.097
H35 -0.71350 3.72948 0.05967  0.096
H36 -0.39194 7.33812 0.86016  0.094
H37 0.07229 5.72911 1.50288  0.099
H38 -0.24289 5.94536 -0.25779  0.087
H39 -4.28893 5.61904 1.67059  0.125
H40 -5.14192 3.37436 2.43449  0.114

Results
E_LUMO (hartree): -0.129
ΔE to the lowest compared entry with this formula, charge and spin (kcal/mol): 33.9
Total charge: +1
Structure (SMILES): COc1ccc2c(c1)c(C(c1cn(C)c3ccc(OC)cc13)[C@@H]1CCCCC1=[N+]1CCCCC1)cn2C
Gap between HOMO and LUMO (eV): 6.158
HOMO (eV): -9.66
Molecular weight (g mol⁻¹): 498.7

---

No. 2
A gas-phase ion, C49H77N16O6 (charge +1), computed with wB97M-V/def2-TZVPD.

Each line ends with the Löwdin charge.
Geometry (Å):
C1 -4.42710 -4.49820 -0.34842  0.145
C2 -3.23722 -4.36894 -0.36332  -0.100
C3 -1.79094 -4.25558 -0.29423  -0.197
O1 -1.30792 -3.92600 1.00854  -0.190
C4 -1.70084 -4.83180 2.02229  -0.173
C5 -0.86828 -4.56433 3.27880  -0.157
O2 -0.96286 -3.24780 3.77030  -0.177
C6 -2.20969 -2.87517 4.33494  -0.154
C7 -1.97222 -1.65302 5.22254  -0.151
H1 -2.92708 -1.31883 5.64769  0.138
H2 -1.30193 -1.93222 6.03835  0.127
O3 -1.40187 -0.60857 4.44656  -0.196
C8 -0.45870 0.21020 5.12757  -0.149
C9 0.86783 -0.52256 5.41427  -0.137
N1 1.30200 -1.23179 4.23871  0.089
C10 2.06853 -0.64192 3.29656  -0.371
N2 2.91988 0.29707 3.67331  0.209
C11 3.62733 0.84783 2.68326  -0.345
N3 4.50809 1.82052 3.01264  -0.056
C12 4.85838 2.82479 2.03510  -0.098
H3 4.49801 2.47467 1.06707  0.108
H4 5.94490 2.94300 1.99459  0.128
C13 4.18594 4.16080 2.44888  -0.098
N4 3.05183 3.86533 3.29857  -0.037
C14 1.80231 3.56066 2.89735  -0.400
O4 0.97595 3.06980 3.64848  0.057
C15 1.38287 3.88258 1.44990  -0.146
N5 0.74051 2.69150 0.97113  -0.053
C16 -0.35648 2.07092 1.44786  0.019
C17 -0.41875 0.89804 0.72353  -0.215
N6 0.63064 0.88757 -0.12624  0.079
N7 1.31424 1.95644 0.03484  0.095
C18 -1.34948 -0.26339 0.79240  -0.225
C19 -2.73041 0.13566 1.30543  -0.116
H5 -3.04648 1.04752 0.79611  0.132
H6 -2.64804 0.36692 2.37035  0.114
C20 -3.80250 -0.94194 1.08989  -0.417
C21 -4.29428 -0.93819 -0.35436  -0.079
H7 -5.02071 -1.73192 -0.50600  0.067
H8 -4.77298 0.01229 -0.58189  0.086
H9 -3.47101 -1.09658 -1.04735  0.035
C22 -4.97037 -0.70786 2.04633  -0.063
H10 -4.64006 -0.73264 3.08315  0.067
H11 -5.73219 -1.47129 1.91082  0.081
H12 -5.42464 0.26179 1.85746  0.088
H13 -3.37565 -1.92831 1.30109  0.108
N8 -0.74686 -1.27554 1.71128  0.211
H14 -1.04265 -2.23924 1.47254  0.105
H15 0.33539 -1.25229 1.70401  0.088
H16 -1.03232 -1.06772 2.68685  0.106
H17 -1.41632 -0.70241 -0.20912  0.116
H18 -0.97042 2.48271 2.21711  0.136
H19 2.22955 4.03566 0.77957  0.146
C23 0.46235 5.11947 1.42922  -0.307
C24 1.23344 6.32187 1.97404  -0.043
H20 1.61947 6.12389 2.97115  0.079
H21 2.06408 6.57338 1.31802  0.089
H22 0.57556 7.18472 2.03375  0.088
C25 -0.06083 5.41902 0.01386  -0.193
C26 -1.37966 4.73281 -0.32557  -0.081
H23 -1.74712 5.09742 -1.28114  0.070
H24 -1.26571 3.65642 -0.41457  0.049
H25 -2.12946 4.94656 0.43339  0.080
H26 -0.21289 6.49664 -0.06625  0.113
H27 0.69122 5.13920 -0.72618  0.107
H28 -0.38417 4.92338 2.09523  0.143
C27 3.48056 3.37087 4.59755  -0.091
H29 2.60482 2.94727 5.08933  0.113
H30 3.86466 4.20297 5.19310  0.129
C28 4.56768 2.29325 4.37514  -0.110
H31 4.41230 1.44718 5.04188  0.117
H32 5.56674 2.70525 4.53592  0.127
H33 3.90083 4.74651 1.57868  0.114
H34 4.87541 4.76537 3.04421  0.131
N9 3.57474 0.47373 1.40686  0.193
C29 2.74363 -0.52714 1.13098  -0.359
N10 1.91083 -1.08269 2.03743  0.141
N11 2.73717 -1.03495 -0.10817  -0.041
C30 1.86027 -2.13115 -0.44834  -0.124
C31 2.57136 -3.02394 -1.46952  -0.107
N12 2.90047 -2.23353 -2.63181  -0.027
C32 2.14819 -2.04797 -3.74078  -0.417
O5 2.39746 -1.19004 -4.56201  0.089
C33 0.90737 -2.94759 -3.93584  -0.152
N13 -0.20444 -2.06717 -3.67763  -0.071
C34 -0.76685 -1.13648 -4.46738  0.035
C35 -1.74513 -0.55492 -3.68325  -0.231
N14 -1.69843 -1.14784 -2.47443  0.082
N15 -0.77144 -2.04576 -2.47898  0.041
C36 -2.77568 0.45591 -4.06770  -0.333
N16 -4.03984 -0.25287 -4.19676  0.061
H35 -4.77088 0.37539 -4.51005  0.078
H36 -4.31551 -0.64463 -3.30275  0.059
H37 -2.51943 0.84588 -5.05987  0.152
C37 -2.81232 1.63326 -3.06191  -0.105
C38 -1.64136 2.55201 -3.24582  -0.244
C39 -1.77613 3.75808 -3.91922  -0.043
C40 -0.69752 4.60979 -4.07711  -0.024
C41 0.54398 4.26465 -3.55894  -0.330
C42 0.69675 3.04560 -2.90646  -0.016
C43 -0.38583 2.20382 -2.76191  -0.047
H38 -0.25473 1.26438 -2.24701  0.083
H39 1.66259 2.77713 -2.50942  0.105
O6 1.62491 5.08835 -3.65056  0.051
H40 1.40121 5.86461 -4.17800  0.108
H41 -0.82131 5.54992 -4.59847  0.115
H42 -2.73802 4.04609 -4.31868  0.116
H43 -3.74136 2.18712 -3.21833  0.118
H44 -2.81557 1.22099 -2.05058  0.100
H45 -0.44885 -0.93664 -5.46583  0.141
H46 0.84254 -3.74097 -3.19050  0.137
C44 0.88793 -3.58420 -5.33557  -0.321
C45 2.25234 -4.21983 -5.61075  -0.043
H47 2.24309 -4.70973 -6.58045  0.087
H48 3.03688 -3.46881 -5.62004  0.080
H49 2.48974 -4.96513 -4.85364  0.090
H50 0.71925 -2.80054 -6.07780  0.141
C46 -0.20026 -4.65875 -5.46316  -0.214
C47 -1.63693 -4.17013 -5.30919  -0.090
H51 -1.86076 -3.87319 -4.28772  0.060
H52 -2.32258 -4.97159 -5.57339  0.076
H53 -1.83562 -3.32767 -5.96714  0.076
H54 -0.00748 -5.44616 -4.72922  0.116
H55 -0.09662 -5.10777 -6.45268  0.115
C48 3.87327 -1.21118 -2.28086  -0.096
C49 3.27332 -0.28212 -1.22428  -0.112
H56 4.02567 0.40022 -0.83317  0.117
H57 2.46103 0.30126 -1.67264  0.109
H58 4.11482 -0.64128 -3.17811  0.128
H59 4.77419 -1.70255 -1.90511  0.133
H60 1.95340 -3.88488 -1.71195  0.114
H61 3.51067 -3.39196 -1.04471  0.136
H62 1.64251 -2.69785 0.45694  0.117
H63 0.92599 -1.75571 -0.88625  0.098
H64 0.67496 -1.95931 3.91876  0.107
H65 1.62874 0.21204 5.67407  0.116
H66 0.76225 -1.23510 6.23569  0.118
H67 -0.88817 0.59792 6.05727  0.134
H68 -0.26688 1.04585 4.45013  0.108
H69 -2.61590 -3.68798 4.94858  0.141
H70 -2.93288 -2.63138 3.54683  0.118
H71 -1.16108 -5.28853 4.04988  0.136
H72 0.19124 -4.69387 3.04567  0.139
H73 -2.77428 -4.72510 2.22950  0.126
H74 -1.51780 -5.86478 1.70103  0.141
H75 -1.34750 -5.21032 -0.61569  0.137
H76 -1.44292 -3.44968 -0.95265  0.089
H77 -5.47066 -4.60232 -0.38730  0.035

Results
E_LUMO (hartree): -0.051
ΔE to the lowest compared entry with this formula, charge and spin (kcal/mol): 6.5
Total charge: +1
Gap between HOMO and LUMO (eV): 8.560
HOMO (eV): -9.96
Molecular weight (g mol⁻¹): 986.3

---

No. 3
A single C3H3NO2 molecule, computed with wB97M-V/def2-TZVPD.

Each line ends with the Löwdin charge.
Geometry (Å):
O1 -0.64633 1.43682 0.36753  0.073
C1 -0.18572 0.25483 -0.06034  -0.262
C2 -1.02608 -0.91285 0.19108  -0.232
O2 -0.62028 -2.05245 0.08241  0.054
C3 1.22574 -0.00156 -0.36811  -0.272
N1 1.99390 -0.68748 -1.02126  0.220
H1 -0.27257 2.15103 -0.17188  0.133
H2 1.61439 0.47817 0.57584  0.155
H3 -2.08306 -0.66651 0.40473  0.131

Results
E_LUMO (alpha / beta) (hartree): -0.052 / -0.034
ΔE to the lowest compared entry with this formula, charge and spin (kcal/mol): 111.4
Gap between HOMO and LUMO (alpha / beta) (eV): 8.293 / 7.936
HOMO (alpha / beta) (eV): -9.71 / -8.85
Molecular weight (g mol⁻¹): 85.1

---

No. 4
2 unconnected molecules or ions with the total composition C4H13N3, computed with wB97M-V/def2-TZVPD.

Each line ends with the Löwdin charge.
Geometry (Å):
N1 0.36334 2.55573 -1.70308  0.070
C1 1.01815 2.93384 -0.57127  -0.415
N2 2.12638 3.56808 -0.59639  0.041
H1 -0.53708 2.11818 -1.66842  0.076
H2 0.59938 3.04767 -2.54903  0.093
H3 0.53695 2.63853 0.36517  0.111
H4 2.54566 3.48408 0.33068  0.029
C2 0.54392 -1.10837 -0.27673  -0.128
N3 -0.26181 -1.34946 0.90593  -0.321
C3 -1.58445 -0.75038 0.79967  -0.127
C4 -0.43310 -2.79290 1.08279  -0.125
H5 0.55703 -0.02289 -0.42574  0.053
H6 0.22176 -1.52858 -1.24095  0.087
H7 1.56497 -1.40846 -0.04754  0.085
H8 -2.15869 -0.97428 1.69713  0.080
H9 -1.53543 0.31707 0.59619  0.069
H10 -2.15646 -1.20422 -0.02871  0.082
H11 -0.96996 -3.01198 2.00221  0.079
H12 0.53177 -3.29851 1.10808  0.079
H13 -0.97232 -3.21317 0.22001  0.082

Results
E_LUMO (hartree): 0.031
ΔE to the lowest compared entry with this formula, charge and spin (kcal/mol): 26.2
Structure (SMILES): [H]/N=C/N.CN(C)C
Gap between HOMO and LUMO (eV): 9.678
HOMO (eV): -8.83
Molecular weight (g mol⁻¹): 103.2